No. 1
CH5BO | ωB97M-V with the def2-TZVPD basis set

Output
Energy above the lowest of the compared OMol25 structures with the same formula, charge and spin   325.4 kJ/mol

ORCA input file:
```
! RIJCOSX wB97M-V def2-TZVPD def2/J DEFGRID3
* xyz 0 1
B 0.780 0.308 -0.287
C -0.692 0.251 0.196
O 0.280 -0.527 0.925
H 0.878 -0.343 -1.322
H 1.407 1.334 -0.080
H -1.605 -0.362 -0.222
H -1.292 0.914 0.708
H 0.268 -1.403 0.630
*
```

The natural (NBO) scheme yields these atomic charges, measured in e: B 0.1226; C -0.3366; O -0.5771; H -0.0541; H -0.0386; H 0.1767; H 0.1961; H 0.5112



No. 2
C5H8N2 | ωB97M-V with the def2-TZVPD basis set

Output
Energy above the lowest of the compared OMol25 structures with the same formula, charge and spin   301.3 kJ/mol

ORCA input file:
```
! RIJCOSX wB97M-V def2-TZVPD def2/J DEFGRID3
* xyz 0 1
C 1.375 -0.741 0.899
C 0.342 -0.081 0.019
C -1.355 -0.695 0.668
C -2.151 0.375 0.155
N -2.431 1.377 -0.353
C 0.315 1.234 -0.657
N 0.358 -0.040 -1.424
H 1.326 -0.313 1.905
H 1.094 -1.795 0.957
H 2.419 -0.688 0.563
H -1.497 -0.791 1.767
H -1.612 -1.661 0.204
H 1.126 1.980 -0.684
H -0.738 1.653 -0.685
H 1.262 -0.271 -1.850
*
```

The natural (NBO) scheme yields these atomic charges, measured in e: C -0.6440; C 0.2042; C -0.5437; C 0.3067; N -0.3734; C -0.3093; N -0.6191; H 0.2246; H 0.2169; H 0.2209; H 0.2438; H 0.2490; H 0.2075; H 0.2544; H 0.3615



No. 3
C2H3ClS2 | ωB97M-V with the def2-TZVPD basis set

Output
Energy above the lowest of the compared OMol25 structures with the same formula, charge and spin   368.0 kJ/mol

ORCA input file:
```
! RIJCOSX wB97M-V def2-TZVPD def2/J DEFGRID3
* xyz 0 1
C 1.326 1.572 0.110
C -1.504 -1.592 -0.209
S 2.558 2.686 0.133
S 0.885 0.586 1.361
Cl 0.077 -1.650 0.245
H 0.722 1.595 -0.850
H -2.208 -1.175 0.418
H -1.856 -2.020 -1.208
*
```

The natural (NBO) scheme yields these atomic charges, measured in e: C -0.5904; C -0.4169; S 0.0092; S 0.2249; Cl 0.1654; H 0.2154; H 0.1869; H 0.2055



No. 4
C5H11N | ωB97M-V with the def2-TZVPD basis set

Output
Energy above the lowest of the compared OMol25 structures with the same formula, charge and spin   134.0 kJ/mol
Structure (SMILES)   CCN1C[C@H]1C

ORCA input file:
```
! RIJCOSX wB97M-V def2-TZVPD def2/J DEFGRID3
* xyz 0 1
C 0.701 0.461 -1.990
C 0.227 1.159 -0.718
N 0.780 0.429 0.406
C 0.292 0.451 1.758
C 0.217 -0.793 0.938
C -1.175 -1.342 0.640
H 0.365 0.966 -2.897
H 1.793 0.421 -2.004
H 0.337 -0.570 -2.021
H 0.645 2.176 -0.684
H -0.875 1.251 -0.702
H 1.030 0.643 2.535
H -0.703 0.845 1.973
H 0.977 -1.567 1.032
H -1.277 -2.294 1.171
H -1.334 -1.527 -0.426
H -1.999 -0.709 0.990
*
```

The natural (NBO) scheme yields these atomic charges, measured in e: C -0.6085; C -0.2150; N -0.4139; C -0.2414; C -0.0736; C -0.6391; H 0.2080; H 0.2142; H 0.2004; H 0.1969; H 0.1644; H 0.1966; H 0.1755; H 0.1945; H 0.2221; H 0.2102; H 0.2085